[1]
{
  "formula": "C35H50N2O4P2Pb",
  "method": "the ωB97M-V functional and the def2-TZVPD basis",
  "max_force_ha_per_bohr": 0.0035,
  "e_homo_ev": [-12.9, -12.9],
  "total_charge": 2,
  "lumo_ha": [-0.281, -0.277],
  "gap_ev": [5.293, 5.348],
  "total_energy_ev": -72090.36758,
  "symbols": ["H", "N", "H", "C", "H", "H", "C", "H", "H", "Pb", "H", "H", "H", "C", "C", "C", "N", "C", "C", "C", "C", "H", "H", "C", "C", "H", "C", "H", "H", "C", "C", "O", "H", "C", "H", "C", "H", "H", "H", "C", "H", "H", "H", "H", "P", "H", "H", "P", "C", "C", "C", "C", "O", "C", "H", "H", "H", "C", "H", "H", "H", "H", "H", "C", "H", "C", "H", "H", "C", "C", "H", "H", "O", "C", "H", "C", "H", "C", "H", "O", "C", "H", "H", "H", "C", "H", "C", "C", "H", "H", "H", "H", "H", "C"],
  "positions_angstrom": [[-0.46, -2.93, 2.81], [-1.85, -4.27, 0.58], [0.95, -3.90, -1.15], [0.29, -4.52, -0.54], [-2.90, -0.68, -3.91], [1.44, -1.05, -3.85], [4.05, -1.29, -0.08], [4.42, -0.53, 0.60], [0.46, -3.31, 6.16], [0.01, -0.61, -0.44], [-5.15, 1.55, 1.99], [-2.84, -2.45, 0.86], [-2.54, 0.99, -3.46], [1.55, -1.46, 6.30], [1.66, -0.14, 4.32], [0.80, -2.42, 5.65], [0.32, 2.06, -0.76], [-3.13, 3.18, -1.37], [-2.91, 4.49, -1.80], [2.65, 1.80, -0.45], [2.94, 2.12, -3.75], [-3.88, -0.32, 1.09], [-3.14, -1.30, -1.52], [-3.44, 0.68, 1.06], [-0.56, 4.19, -1.49], [3.49, -1.58, -2.13], [1.46, 2.55, -0.22], [-3.75, 5.10, -2.09], [-1.94, 1.79, 2.19], [-3.27, -0.25, -1.83], [-1.62, 4.99, -1.86], [-1.23, -2.70, -0.90], [3.12, -1.69, 0.33], [-3.06, -3.52, 0.92], [2.70, 4.83, 1.96], [-2.52, 0.86, 2.27], [5.92, -1.06, -2.05], [1.98, 0.74, 3.77], [3.08, -0.62, -4.36], [1.99, -0.31, 5.64], [-3.11, 0.94, 3.18], [1.69, 0.07, -5.18], [1.81, -1.61, 7.34], [2.58, 0.43, 6.16], [-2.42, 0.65, -0.47], [-1.44, 5.99, -2.22], [4.76, 3.53, 1.57], [2.49, 0.43, -1.56], [0.46, -2.25, 4.31], [-0.76, 2.87, -1.05], [3.84, 3.25, 1.07], [3.87, -0.76, -1.51], [-0.29, -3.21, 3.73], [-4.76, 0.03, -2.02], [-1.83, 0.03, 2.39], [-1.11, -5.40, 2.21], [5.58, 0.61, -1.64], [-2.48, -0.05, -3.13], [4.74, 1.60, 0.05], [0.59, 4.21, 0.86], [0.79, -4.79, 0.39], [4.78, -2.10, -0.10], [-5.14, -0.62, -2.80], [2.06, 0.97, -3.26], [0.45, 4.57, -1.58], [2.68, 3.99, 1.28], [-3.87, -3.76, 0.23], [2.60, 2.43, -4.74], [0.90, -1.10, 3.63], [-1.65, -5.54, 1.28], [-4.94, 1.06, -2.34], [-4.14, 2.82, -1.33], [0.97, 0.14, 1.59], [1.50, 3.66, 0.65], [-1.43, -0.32, -3.03], [-0.99, -3.78, -0.29], [0.10, -5.45, -1.09], [-2.08, 2.35, -1.00], [-5.23, 1.66, 0.24], [-0.15, -1.74, 1.59], [2.07, -0.23, -4.21], [-1.12, -6.25, 0.65], [3.99, 1.82, -3.84], [-2.63, -5.97, 1.51], [5.18, -0.27, -2.14], [-3.35, -3.77, 1.93], [3.83, 2.16, 0.22], [0.57, -0.88, 2.23], [1.03, 1.33, -3.17], [-4.16, 2.73, 1.16], [-5.33, -0.17, -1.12], [2.89, 2.98, -3.08], [5.07, -0.04, -3.20], [-4.56, 1.72, 1.09]],
  "mulliken_charge": [0.35, 0.17, 0.12, -1.57, 0.51, 0.34, -1.26, 0.27, 0.48, 1.56, 0.52, -0.02, 0.31, -0.40, -0.55, -0.74, 0.32, -0.73, -1.05, 1.18, -1.42, 0.39, 0.13, 0.99, -0.04, 0.47, -0.28, 0.50, 0.27, 1.04, -1.07, -0.68, 0.14, -0.86, 0.48, -1.33, 0.50, 0.40, 0.35, -0.83, 0.56, 0.47, 0.41, 0.46, 0.17, 0.45, 0.50, 0.78, 0.32, -0.30, -1.01, 0.40, -0.67, -1.56, 0.11, 0.27, 0.19, -1.58, 0.27, 0.58, 0.41, 0.56, 0.48, 1.18, 0.57, -0.97, 0.39, 0.48, 0.09, -1.11, 0.27, 0.40, -0.43, -0.46, 0.26, 0.95, 0.55, 0.39, 0.35, -0.10, -1.64, 0.40, 0.24, 0.45, -1.28, 0.47, -1.17, 0.83, 0.04, 0.38, 0.40, 0.31, 0.31, -1.79]
}

[2]
{
  "formula": "C35H50N2OP3Tm",
  "method": "the ωB97M-V functional and the def2-TZVPD basis",
  "max_force_ha_per_bohr": 0.0350,
  "spin_multiplicity": 3,
  "e_homo_ev": [-13.3, -13.3],
  "total_charge": 2,
  "lumo_ha": [-0.210, -0.210],
  "gap_ev": [7.623, 7.622],
  "total_energy_ev": -99520.67347,
  "symbols": ["H", "H", "H", "P", "C", "H", "C", "C", "C", "H", "C", "C", "C", "C", "H", "H", "H", "C", "H", "C", "H", "H", "C", "C", "H", "H", "H", "H", "H", "H", "H", "H", "O", "H", "C", "H", "H", "H", "C", "H", "C", "C", "C", "C", "C", "H", "C", "H", "C", "C", "H", "C", "H", "H", "C", "N", "H", "H", "H", "C", "H", "Tm", "H", "H", "H", "H", "N", "P", "H", "C", "H", "C", "H", "H", "H", "H", "H", "H", "H", "P", "C", "H", "C", "C", "H", "C", "H", "C", "C", "C", "C", "H"],
  "positions_angstrom": [[1.08, -0.45, 5.10], [-0.82, 4.29, 2.50], [3.08, 2.42, 0.82], [1.35, 0.76, -1.94], [2.08, 1.96, 3.36], [-4.29, -2.12, 0.95], [-0.01, 2.92, -5.20], [-1.19, -2.49, -0.92], [-0.60, -0.08, 3.84], [1.59, -2.61, 0.84], [1.62, -1.70, -3.21], [-1.34, -3.84, -1.28], [-2.17, -1.55, -1.33], [-3.05, -0.23, 4.52], [-4.03, -0.65, 4.33], [-4.62, -0.57, 1.73], [-1.66, 2.43, -6.49], [-2.07, -0.47, 3.63], [-0.01, -1.84, 4.90], [-0.61, 1.45, 3.91], [-2.22, 0.35, -5.27], [0.88, 4.47, 2.03], [2.92, 1.59, 0.13], [0.69, -4.34, -0.08], [4.35, -0.33, -1.63], [1.45, -5.02, 0.28], [0.45, 4.34, 3.74], [3.86, 1.07, 0.00], [2.29, -2.47, -3.59], [1.57, 3.16, -3.80], [2.40, 0.93, 3.27], [3.30, 3.21, -2.89], [0.12, -0.44, 2.64], [-0.70, -3.03, 2.64], [0.41, 1.39, -3.36], [-4.26, -3.62, -3.01], [2.26, 0.86, 0.64], [3.92, -1.97, -2.09], [0.73, 2.54, -4.09], [-0.88, -0.34, -3.34], [-3.24, -1.97, -2.06], [-1.09, 2.14, -5.62], [3.56, 2.71, -1.96], [3.17, 0.04, -4.00], [2.36, 2.13, -1.20], [1.03, -2.14, -2.41], [0.20, 3.99, 2.74], [-4.54, -2.06, 2.70], [-4.11, -1.53, 1.85], [0.04, -0.75, 5.03], [-1.98, -3.68, 1.59], [-0.36, -4.77, -0.84], [-2.95, 0.19, -0.67], [-3.70, 0.40, 6.48], [-3.40, -3.33, -2.42], [-0.11, -2.08, -0.17], [4.31, 1.95, -2.18], [3.81, -0.75, -4.41], [2.81, 2.62, 2.89], [0.77, -2.98, 0.23], [3.09, -1.20, -0.74], [-0.21, 0.13, 0.77], [-0.47, -5.81, -1.11], [2.00, 2.23, 4.41], [3.81, 0.90, -3.80], [2.45, 0.32, -4.77], [-2.04, -0.14, -0.95], [0.41, 2.20, 2.61], [-1.09, 3.24, 4.87], [-1.77, -3.01, 2.43], [0.95, -1.43, -4.03], [1.38, 3.27, -0.88], [4.04, 3.45, -1.31], [-1.80, 0.40, -1.79], [-3.99, -1.25, -2.37], [-2.31, -3.37, 3.30], [0.25, 3.81, -5.74], [0.96, 3.73, -1.78], [-0.47, -0.50, 5.96], [-2.32, -1.31, 2.05], [2.47, -0.51, -2.75], [1.90, 4.05, -0.32], [-1.40, 0.98, -4.93], [3.51, -1.02, -1.74], [0.53, 2.94, -0.27], [-2.16, 1.66, 5.86], [-2.30, 2.27, 6.74], [-2.96, 0.59, 5.71], [-1.25, 2.16, 4.85], [-0.66, 0.61, -3.81], [-2.46, -4.24, -2.04], [-2.57, -5.29, -2.31]],
  "mulliken_charge": [0.42, 0.46, 0.52, 1.46, -1.58, 0.39, -0.93, 0.03, 0.57, 0.49, -2.05, 1.19, -0.23, -0.21, 0.39, 0.42, 0.41, -0.33, 0.42, -0.20, 0.52, 0.37, -1.90, -1.16, 0.29, 0.53, 0.51, 0.29, 0.61, 0.15, 0.32, 0.24, -0.36, 0.30, 1.23, 0.47, 0.19, 0.54, -0.50, 0.77, -0.51, -0.81, -1.82, -1.70, 1.97, 0.47, -1.51, 0.54, -1.61, -1.85, 0.38, -1.10, 0.43, 0.44, -1.04, 1.66, 0.45, 0.52, 0.57, -0.65, 0.15, -0.21, 0.53, 0.55, 0.30, 0.36, -0.20, 1.65, 0.38, -1.43, 0.38, -1.63, 0.52, 0.10, 0.59, 0.58, 0.50, 0.47, 0.33, 1.80, 1.83, 0.55, -1.40, -1.70, 0.16, -0.99, 0.44, -0.98, -0.14, -0.98, -0.90, 0.52]
}

[3]
{
  "formula": "C35H50N9O13PPtS",
  "method": "the ωB97M-V functional and the def2-TZVPD basis",
  "max_force_ha_per_bohr": 0.1018,
  "spin_multiplicity": 5,
  "e_homo_ev": [-10.6, -14.1],
  "total_charge": 2,
  "lumo_ha": [-0.229, -0.352],
  "gap_ev": [4.357, 4.485],
  "total_energy_ev": -100475.24464,
  "symbols": ["C", "H", "H", "H", "H", "C", "H", "C", "C", "H", "H", "C", "C", "H", "C", "O", "H", "C", "H", "C", "C", "N", "H", "H", "H", "H", "C", "C", "H", "C", "C", "Pt", "H", "C", "H", "H", "H", "H", "C", "C", "O", "H", "H", "H", "H", "O", "C", "N", "O", "C", "H", "C", "O", "H", "N", "H", "H", "H", "N", "C", "C", "H", "H", "H", "C", "H", "H", "H", "O", "H", "O", "C", "H", "C", "C", "H", "H", "C", "S", "C", "H", "O", "H", "C", "H", "O", "C", "H", "N", "O", "H", "C", "O", "C", "H", "N", "C", "O", "H", "H", "P", "H", "N", "N", "N", "C", "O", "H", "H", "C"],
  "positions_angstrom": [[10.52, -19.38, 10.42], [10.94, -18.38, -1.27], [8.56, -21.98, 10.23], [11.41, -16.87, 0.60], [4.17, -16.88, 3.32], [10.20, -18.35, -0.46], [6.72, -16.88, 0.41], [8.04, -23.83, 11.19], [9.85, -19.83, 6.91], [10.40, -18.91, 6.52], [9.85, -13.21, 4.21], [6.03, -17.96, 10.34], [6.99, -24.48, 5.61], [7.50, -13.46, 1.14], [9.18, -19.12, 10.40], [5.12, -26.91, 7.33], [7.44, -24.98, 4.75], [6.35, -17.24, 9.04], [6.91, -17.93, 8.34], [8.91, -23.00, 10.25], [10.34, -19.57, 0.54], [10.84, -20.00, 9.19], [4.42, -18.49, 1.00], [6.33, -15.05, 9.34], [6.28, -20.93, 11.83], [7.83, -14.47, 7.72], [10.32, -17.11, 0.39], [11.57, -22.44, 9.18], [5.42, -19.72, 13.72], [7.82, -13.25, 3.26], [6.18, -25.11, 6.54], [6.89, -20.36, 8.96], [4.41, -18.61, 3.33], [6.62, -22.42, 6.93], [10.20, -13.64, 1.29], [9.65, -20.36, 0.32], [8.22, -23.44, 12.22], [10.92, -22.75, 8.35], [5.60, -19.18, 12.78], [7.78, -15.53, 7.80], [8.97, -16.54, 4.06], [4.79, -24.94, 8.21], [6.56, -14.66, 2.03], [9.36, -19.40, 2.62], [9.73, -12.10, 2.82], [7.10, -16.03, 6.66], [5.66, -23.02, 7.65], [11.47, -18.97, 11.31], [11.02, -24.42, 10.89], [6.07, -19.91, 11.70], [7.82, -16.10, 5.99], [6.29, -17.50, 3.55], [6.49, -27.11, 5.53], [8.37, -24.86, 11.19], [8.74, -19.49, 9.15], [6.50, -18.49, 4.04], [6.42, -16.66, 4.33], [8.85, -15.91, 7.76], [9.75, -17.51, 1.70], [4.93, -17.64, 1.48], [5.33, -17.81, 12.67], [9.83, -16.26, -0.01], [12.48, -23.03, 9.14], [6.96, -23.77, 10.94], [6.46, -17.62, 1.13], [5.21, -16.21, 11.25], [10.62, -14.79, 2.60], [8.81, -19.85, 6.56], [8.00, -23.11, 3.75], [6.72, -18.58, 0.66], [7.30, -21.37, 7.34], [7.06, -15.87, 9.12], [4.99, -17.19, 13.48], [7.09, -23.16, 5.72], [4.85, -17.68, 3.00], [5.39, -16.97, 8.52], [8.75, -18.56, 11.22], [5.49, -24.41, 7.56], [10.69, -23.02, 10.67], [4.68, -22.29, 8.60], [7.54, -13.78, 4.21], [7.78, -21.14, 4.76], [4.46, -16.71, 1.08], [9.34, -13.06, 3.24], [12.32, -20.86, 7.93], [12.66, -19.25, 11.05], [5.48, -17.26, 11.45], [11.32, -19.99, 0.49], [8.68, -14.99, 1.87], [10.98, -22.05, 11.69], [10.40, -20.74, 6.52], [9.80, -14.14, 2.23], [3.57, -22.85, 8.62], [9.80, -19.82, 8.37], [11.09, -18.92, 2.40], [5.89, -26.48, 6.41], [11.94, -20.97, 8.97], [11.02, -18.21, 12.19], [12.78, -20.68, 9.62], [7.76, -15.83, 9.96], [8.67, -16.60, 2.57], [9.20, -18.45, -0.94], [7.66, -22.41, 4.70], [7.17, -17.34, 2.41], [6.22, -19.30, 10.52], [10.10, -18.91, 1.93], [5.01, -21.21, 9.22], [8.84, -23.37, 9.24], [7.23, -12.28, 3.24], [7.51, -14.11, 2.04]],
  "mulliken_charge": [-0.99, 0.42, -0.95, 0.41, 0.28, -0.66, 0.45, -1.53, -0.83, 0.22, 0.27, 0.59, -0.54, 0.39, -0.17, -0.55, 0.67, -0.10, -0.38, 0.78, -0.68, 0.33, 0.32, 0.41, 0.57, 0.46, -0.62, -0.73, 0.42, -0.10, -0.16, 2.88, 0.45, 1.02, 0.42, 0.33, 0.40, 0.25, -0.82, -0.80, -0.88, 0.57, 0.38, 0.27, 0.27, -0.45, 0.00, 1.08, -0.66, -0.08, 0.24, -0.02, -0.55, 0.44, 0.20, -0.04, 0.13, 0.37, 0.27, -0.72, -0.60, 0.44, 0.58, 0.35, -0.53, 0.49, 0.33, -0.06, -0.70, 0.38, -1.05, -0.83, 0.50, -0.60, -0.61, 0.60, 0.70, -0.84, 1.29, 0.61, -0.16, -0.51, 0.29, -0.62, 0.46, -0.61, -0.63, 0.34, 0.04, -0.59, 0.38, -0.67, -0.58, 0.11, 0.31, 0.98, -0.85, -0.60, 0.42, 0.40, 0.06, 0.21, 0.81, 0.63, -0.01, -0.36, -0.59, 0.24, 0.47, -0.80]
}

[4]
{
  "formula": "C35H51BBrN10O6P",
  "method": "the ωB97M-V functional and the def2-TZVPD basis",
  "max_force_ha_per_bohr": 0.0353,
  "smiles": "CCN(CCc1c(B(C)O)c(CC(C)C)c(O)c2c1C(=O)N(P(O)Br)C2=O)C(C)=O.CC#N.CC#N.CC#N.CC#N.CC#N.CC#N.CC#N.CC#N",
  "e_homo_ev": -9.0,
  "total_charge": 0,
  "lumo_ha": -0.012,
  "gap_ev": 8.683,
  "total_energy_ev": -144316.27189,
  "symbols": ["B", "H", "C", "H", "C", "H", "N", "H", "N", "H", "H", "H", "O", "C", "C", "H", "C", "O", "H", "H", "H", "H", "H", "C", "H", "C", "N", "N", "H", "C", "H", "C", "N", "H", "C", "H", "C", "C", "H", "C", "H", "H", "N", "H", "C", "N", "H", "H", "C", "N", "O", "O", "C", "H", "H", "H", "C", "C", "C", "C", "H", "O", "C", "C", "O", "C", "C", "H", "C", "C", "C", "H", "N", "P", "N", "C", "H", "H", "H", "H", "C", "H", "H", "H", "H", "H", "H", "H", "C", "C", "H", "C", "H", "H", "C", "C", "H", "C", "H", "H", "Br", "H", "H", "H", "H"],
  "positions_angstrom": [[1.01, 0.06, -2.67], [1.71, -2.48, -1.54], [-4.70, 0.47, 1.55], [-2.74, -0.33, -3.49], [-3.07, -4.32, 3.60], [5.20, 4.87, 5.81], [4.08, 0.53, -4.88], [-4.48, 0.57, 3.65], [1.81, -1.09, 3.34], [-0.30, -2.25, -2.68], [4.73, 5.34, 7.44], [-0.56, -6.97, -0.40], [2.09, -0.63, -3.17], [3.83, 3.09, -4.49], [-0.68, 3.74, -5.09], [-4.31, -1.04, 2.94], [-1.48, 2.48, -0.72], [-1.39, -3.86, 0.64], [-2.20, -2.03, -3.55], [2.64, -0.04, -3.72], [-1.81, 4.75, -6.54], [-1.52, 1.63, -1.39], [3.49, 4.94, 6.25], [0.97, -0.97, -0.28], [0.47, 1.09, -4.49], [0.86, -2.36, -0.87], [6.55, -1.48, 8.12], [-4.55, 0.93, 0.51], [-0.88, 1.14, -3.31], [-1.93, 3.98, -5.78], [0.51, 5.22, -0.17], [1.00, 0.22, -1.08], [-4.05, -3.82, 3.93], [-5.99, 0.22, -5.44], [-5.58, 1.10, -5.93], [0.88, -7.99, -0.43], [-0.43, 4.68, -0.19], [5.43, -1.27, 7.99], [-3.81, -1.64, -3.04], [1.09, -0.80, 1.09], [-1.84, -0.94, 1.39], [-1.38, 2.12, 0.30], [0.31, 3.54, -4.54], [-5.92, 1.98, -5.38], [-1.84, -4.96, 3.17], [-1.72, -2.47, -1.10], [-1.22, 5.36, -0.52], [1.00, -3.08, -0.07], [-2.36, -1.22, -1.53], [-2.98, 1.00, -6.00], [0.93, 0.97, 4.06], [0.83, -2.92, 2.32], [-0.06, 0.56, -3.71], [2.11, 3.13, 1.58], [0.95, -6.37, 0.27], [1.24, 2.65, -2.29], [1.16, 0.45, 1.71], [-1.80, -2.78, 0.25], [4.02, -1.01, 7.80], [1.18, -1.80, 2.22], [-2.59, -2.34, 2.18], [4.15, -2.24, 3.83], [0.88, -6.42, -1.83], [-4.13, 1.05, -5.97], [1.20, 2.82, 1.55], [1.05, 1.48, -0.47], [1.15, 1.59, 0.93], [4.98, -2.00, 4.26], [3.98, 1.66, -4.72], [-0.39, -2.71, -1.70], [4.48, 4.68, 6.61], [-1.15, -5.08, 4.01], [1.15, -5.95, -2.84], [3.55, -0.94, 3.06], [4.57, 2.19, 7.36], [-0.40, 3.47, -1.13], [-0.69, 4.37, 0.82], [-5.99, 1.15, -6.94], [-2.45, 2.96, -0.77], [-2.29, 3.07, -6.26], [-2.78, -1.29, -3.00], [-0.32, -3.78, -1.89], [-3.40, -1.50, 0.88], [3.81, -0.78, 6.76], [3.86, 3.31, -3.42], [3.69, -0.16, 8.40], [-2.04, -5.95, 2.75], [2.88, 3.45, -4.89], [0.52, -6.97, -0.53], [1.01, 2.78, -1.24], [-2.70, 4.32, -5.09], [-4.86, -0.10, 2.88], [-3.28, -1.08, -0.98], [3.42, -1.87, 8.09], [1.26, 0.27, 3.18], [-2.43, -1.84, 1.23], [-0.43, -0.34, -4.20], [4.53, 3.29, 7.03], [4.64, 3.64, -4.97], [-0.67, 3.82, -2.12], [4.16, 0.73, 4.46], [-1.34, -4.36, 2.40], [1.72, 3.46, -0.77], [-1.75, -0.34, -1.33], [-5.90, -0.31, 3.10]],
  "mulliken_charge": [0.48, 0.59, 0.54, 0.19, 0.38, 0.27, -0.52, 0.27, -0.03, 0.52, 0.33, 0.21, -1.11, -0.66, 0.55, 0.01, -1.32, -0.73, 0.39, 0.12, 0.35, -0.07, 0.27, 0.15, 0.55, -1.71, -0.43, -0.47, -0.06, -0.96, 0.39, 0.30, -0.47, 0.29, -0.91, 0.39, -1.72, 0.35, 0.48, 1.23, 0.22, 0.10, -0.36, 0.28, -0.17, 0.40, 0.43, 0.64, -0.07, -0.49, -0.51, -0.46, -0.50, 0.34, 0.19, -0.46, 1.77, 0.48, -0.42, -0.61, -0.24, -0.45, 0.45, 0.52, -0.54, 0.66, -0.31, 0.34, 0.53, -1.30, -0.90, 0.36, -0.45, 0.27, -0.33, 1.05, 0.29, 0.32, 0.66, 0.16, -1.88, 0.30, 0.43, -0.05, 0.21, 0.25, 0.26, 0.16, -0.73, -0.87, 0.31, -0.44, 0.59, 0.32, -0.84, -0.83, 0.43, 0.38, 0.36, 0.28, -0.21, -0.18, 0.93, 0.20, 0.31]
}

What is the formula in the fourth record? C35H51BBrN10O6P